Molecular formula: C29H16Br4I2N4O2Re
Method: DFT, wB97M-V/def2-TZVPD

Values from the calculation:
- multiplicity = 4
- energy above the lowest of the compared OMol25 structures with the same formula, charge and spin (eV) = 0.148
- HOMO energy (spin up / spin down) (eV) = -13.07 / -13.48
- Kohn-Sham gap (spin up / spin down) (eV) = 6.14 / 5.55
- E_tot (Ha) = -12453.37553
- expectation value of S² = 3.899
- total charge = +2

Positions of all 58 atoms, in Å:
Re: 0.061762 0.400136 0.717429
C: -3.104175 -0.817385 -0.705381
C: -3.194868 0.503028 -0.000529
C: -4.439201 1.154113 0.032155
C: -4.602335 2.346809 0.681654
C: -3.500589 2.941194 1.320990
C: -3.516673 4.176272 2.025785
Br: -5.114965 5.151398 2.176162
C: -2.379585 4.663823 2.602045
C: -1.164822 3.951533 2.511062
Br: 0.384028 4.633531 3.294689
C: -1.126017 2.763569 1.837241
O: -0.003906 2.015362 1.709732
C: -2.282216 2.247575 1.242765
N: -2.125737 1.036778 0.598105
H: -3.976845 -0.953692 -1.339138
H: -3.091129 -1.643785 0.009923
H: -2.214990 -0.880040 -1.325523
H: -5.276046 0.685345 -0.465702
H: -5.568260 2.833509 0.709168
H: -2.397167 5.602551 3.137478
Br: -1.594839 -5.962998 1.719734
C: -1.197172 -4.180319 1.377179
C: -1.634535 -3.181847 2.244320
C: -1.312676 -1.888032 1.938488
N: -0.592204 -1.550467 0.843509
C: -0.158173 -2.502269 -0.005223
C: -0.469859 -3.829278 0.252437
C: 0.614743 -0.951723 -2.053629
C: 1.140152 -0.971651 -3.335335
C: 1.039087 0.161358 -4.126916
Br: 1.757869 0.165700 -5.846508
C: 0.390843 1.288692 -3.634327
C: -0.100946 1.234330 -2.351630
N: 0.014274 0.143469 -1.575965
H: -2.209155 -3.409191 3.130096
H: -1.633738 -1.067744 2.568596
H: -0.135299 -4.596549 -0.432023
H: 1.621615 -1.863022 -3.714731
H: 0.283364 2.183603 -4.229488
H: -0.601999 2.088217 -1.910400
I: 6.038704 2.990384 1.618789
C: 5.148299 1.281024 0.908702
C: 5.845786 0.215537 0.474798
C: 5.216513 -0.982211 -0.043713
I: 6.576502 -2.404149 -0.674979
C: 3.844723 -1.151506 -0.124230
C: 3.267170 -2.402138 -0.644396
C: 2.080884 -2.838634 -1.086689
C: 0.673026 -2.252305 -1.263647
N: 1.770540 -0.126360 0.416354
C: 3.058456 -0.071018 0.366725
C: 3.677909 1.234212 0.860168
O: 2.948837 2.140400 1.172616
H: 6.926647 0.239009 0.496054
H: 4.022626 -3.174736 -0.720942
H: 2.115376 -3.869725 -1.421256
H: 0.200386 -2.949683 -1.962652

Cartesian forces, eV/Å:
Re -1.3734 0.3882 -1.0489
C -0.0618 -0.0069 -0.0101
C -0.0091 -0.0589 0.0179
C -0.0356 -0.0330 -0.0126
C 0.0020 0.0113 0.0397
C -0.0238 -0.0221 -0.0493
C -0.0352 -0.0056 -0.0031
Br 0.0020 -0.0078 -0.0097
C 0.0331 0.0131 0.0240
C 0.0368 0.1343 0.0639
Br 0.0081 0.0187 0.0181
C 0.1454 -0.1513 -0.0970
O 0.4238 -0.0643 0.3818
C -0.1011 -0.0945 -0.0775
N 0.1851 0.0488 0.1078
H 0.0077 0.0008 -0.0145
H -0.0335 0.0599 -0.0364
H 0.0441 -0.0079 -0.0177
H 0.0057 0.0077 -0.0017
H 0.0062 0.0061 -0.0086
H 0.0073 -0.0020 -0.0015
Br -0.0020 -0.0159 -0.0021
C -0.0079 -0.0223 0.0118
C -0.0077 0.0104 0.0091
C -0.0080 0.0212 -0.0130
N 0.2196 -0.0514 0.0948
C -0.0536 -0.0426 -0.0502
C -0.0250 -0.0282 -0.0451
C -0.0508 -0.0282 -0.0147
C -0.0221 -0.0218 -0.0044
C 0.0217 0.0044 -0.0412
Br 0.0015 0.0010 -0.0084
C -0.0270 0.0124 0.0399
C -0.0390 0.0483 0.0300
N 0.1613 -0.1973 0.3956
H 0.0019 0.0001 0.0017
H 0.0111 -0.0041 0.0109
H -0.0095 -0.0006 0.0022
H -0.0045 0.0000 0.0109
H -0.0045 -0.0005 0.0059
H 0.0118 0.0004 0.0062
I 0.0017 0.0065 0.0053
C -0.0235 0.0132 0.0127
C 0.0180 -0.0096 -0.0113
C -0.0071 -0.0067 -0.0185
I 0.0323 -0.0129 -0.0158
C 0.0598 -0.1293 -0.1322
C 0.0174 0.0533 -0.0260
C 0.0076 0.0648 0.0671
C 0.1141 0.0166 -0.0301
N 0.5901 -0.0554 0.5737
C -0.2445 0.1977 -0.1752
C -0.0057 -0.0333 0.0190
O 0.0210 0.0305 -0.0381
H 0.0025 -0.0122 -0.0006
H -0.0089 -0.0015 0.0384
H -0.0381 -0.0293 0.0774
H 0.0621 -0.0120 -0.0502

Atom charges from the Mulliken analysis, given in e for atoms 1 to 5:
1. Re 1.219
2. C -1.069
3. C 0.896
4. C -1.186
5. C -0.878